Record 1
A structure of composition C5H15NP2S2, computed with ωB97M-V/def2-TZVPD.

```
! RIJCOSX wB97M-V def2-TZVPD def2/J DEFGRID3
* xyz 0 3
C -0.351 -1.624 -1.443
C -0.572 -2.128 1.589
C 2.751 1.025 1.619
C 2.392 1.235 -1.232
C -2.913 0.697 1.565
N 0.308 0.321 0.235
P -0.725 -0.852 0.128
P 1.946 0.166 0.200
S 2.663 -1.682 0.141
S -2.714 -0.119 -0.034
H -0.661 -0.978 -2.248
H 0.799 -1.658 -1.533
H -0.777 -2.551 -1.754
H -1.347 -2.297 2.288
H -0.198 -3.148 1.279
H 0.221 -1.855 2.241
H 2.722 0.547 2.561
H 3.732 1.076 1.212
H 2.155 1.888 1.609
H 1.421 1.098 -1.830
H 2.566 2.284 -1.115
H 3.134 0.693 -1.752
H -1.950 1.169 1.690
H -2.964 -0.062 2.339
H -3.764 1.384 1.612
*
```

Properties
* expectation value of S²: 2.005
* ΔE to the lowest compared entry with this formula, charge and spin: 3.3 kcal/mol
* largest force on an atom: 0.1097 hartree/bohr
* electronic energy: -47162.4725 eV
* HOMO level (alpha / beta): -4.6659 / -7.8758 eV

=====

Record 2
A cluster of 7 separate species, C24H65N3O13 in total, computed with ωB97M-V/def2-TZVPD.

```
! RIJCOSX wB97M-V def2-TZVPD def2/J DEFGRID3
* xyz 0 1
C -1.549 -2.693 3.203
O -1.205 -3.729 4.029
C -0.309 -4.782 3.557
C 1.012 -4.288 3.156
N 1.748 -3.801 4.311
C 3.067 -3.263 3.931
C 2.935 -2.033 3.067
O 2.308 -1.052 3.812
C 2.156 0.101 3.001
H -0.772 -1.922 3.180
H -2.454 -2.229 3.609
H -1.754 -3.084 2.178
H -0.782 -5.346 2.711
H -0.223 -5.473 4.370
H 0.931 -3.589 2.331
H 1.610 -5.128 2.820
H 1.233 -3.027 4.753
H 3.623 -4.037 3.371
H 3.524 -2.915 4.870
H 2.366 -2.260 2.141
H 3.978 -1.720 2.736
H 3.164 0.513 2.818
H 1.534 0.838 3.473
H 1.769 -0.148 2.023
C 1.806 1.914 -5.050
O 1.340 0.881 -4.170
C 0.337 1.309 -3.351
C -0.184 0.032 -2.686
N 0.875 -0.838 -2.152
C 1.877 -0.200 -1.301
C 2.973 -1.128 -0.959
O 3.499 -1.761 -2.068
C 4.325 -0.893 -2.761
H 2.646 1.641 -5.656
H 1.998 2.781 -4.424
H 1.017 2.228 -5.737
H -0.541 1.635 -3.924
H 0.668 2.113 -2.695
H -0.629 -0.539 -3.499
H -0.887 0.328 -1.888
H 1.338 -1.225 -2.953
H 1.443 0.052 -0.295
H 2.249 0.745 -1.733
H 2.563 -1.951 -0.312
H 3.786 -0.671 -0.371
H 4.669 -0.109 -2.089
H 3.829 -0.456 -3.588
H 5.128 -1.524 -3.151
C -2.950 4.732 -3.765
O -2.284 4.026 -2.755
C -2.617 4.685 -1.482
C -1.979 3.831 -0.394
N -0.543 4.026 -0.505
C 0.197 2.820 0.043
C 1.669 2.961 -0.139
O 1.992 3.094 -1.544
C 3.329 3.562 -1.775
H -2.651 4.263 -4.681
H -2.666 5.761 -3.799
H -4.044 4.639 -3.741
H -3.703 4.788 -1.249
H -2.112 5.686 -1.444
H -2.297 2.813 -0.537
H -2.275 4.134 0.598
H -0.223 4.122 -1.458
H -0.232 1.928 -0.438
H -0.121 2.869 1.083
H 2.314 2.174 0.345
H 1.953 3.906 0.344
H 3.394 4.646 -1.760
H 3.561 3.254 -2.783
H 3.988 3.100 -1.048
O -0.060 -2.541 -0.196
C 0.267 -3.833 -0.630
C -0.844 -4.458 -1.522
O -1.108 -3.592 -2.634
H 0.404 -1.921 -0.828
H 1.162 -3.721 -1.265
H 0.448 -4.402 0.317
H -1.774 -4.534 -0.993
H -0.535 -5.445 -1.831
H -0.374 -3.603 -3.238
O -0.765 1.140 3.318
C -1.902 1.954 2.896
C -2.270 2.721 4.082
O -2.831 1.947 5.089
H -0.633 0.391 2.705
H -1.672 2.599 2.029
H -2.719 1.277 2.606
H -2.945 3.554 3.815
H -1.310 3.133 4.404
H -2.263 1.181 5.275
O -5.578 -0.941 -0.050
C -4.361 -1.723 -0.253
C -3.524 -0.935 -1.229
O -2.987 0.211 -0.622
H -6.084 -1.474 0.521
H -3.789 -1.922 0.712
H -4.633 -2.685 -0.670
H -4.110 -0.619 -2.092
H -2.767 -1.579 -1.598
H -3.634 0.580 -0.036
O -0.607 -0.385 0.952
H -1.397 -0.145 0.469
H -0.537 -1.345 0.744
*
```

Properties
* ΔE to the lowest compared entry with this formula, charge and spin: 0.7 kcal/mol
* largest force on an atom: 0.0616 hartree/bohr
* structure (SMILES): COCCNCCOC.COCCNCCOC.COCCNCCOC.OCCO.OCCO.OCCO.O
* electronic energy: -57024.0825 eV
* HOMO level: -8.6674 eV

=====

Record 3
The molecule C3H9NO, computed with ωB97M-V/def2-TZVPD.

```
! RIJCOSX wB97M-V def2-TZVPD def2/J DEFGRID3
* xyz 0 1
C 1.989 0.283 0.478
C 0.690 0.312 -0.316
N -0.254 -0.684 0.171
C -1.564 -0.615 -0.305
O -2.256 0.565 0.208
H 2.233 1.267 0.887
H 2.855 -0.057 -0.104
H 1.926 -0.399 1.327
H 0.247 1.308 -0.288
H 0.884 0.083 -1.370
H -0.180 -0.917 1.148
H -2.122 -1.494 0.012
H -1.588 -0.567 -1.399
H -2.860 0.914 -0.449
*
```

Properties
* ΔE to the lowest compared entry with this formula, charge and spin: 23.7 kcal/mol
* largest force on an atom: 0.0190 hartree/bohr
* structure (SMILES): CCNCO
* electronic energy: -6794.0267 eV
* HOMO level: -8.9738 eV

=====

Record 4
A cluster of 2 separate species, C25H35F3NO5P in total, computed with ωB97M-V/def2-TZVPD.

```
! RIJCOSX wB97M-V def2-TZVPD def2/J DEFGRID3
* xyz 0 1
C 2.078 -3.573 -0.129
C 1.833 -2.349 0.260
C 1.622 -0.785 0.586
C 1.611 -0.407 2.130
C 1.748 -1.507 3.319
C 0.290 -1.490 4.072
C -0.875 -2.185 3.169
C -2.350 -1.534 3.478
C -2.770 -0.402 2.407
C -3.768 -0.935 1.240
O -3.775 -0.026 0.076
C -5.126 0.410 -0.231
C 1.460 1.093 2.575
C 1.297 2.116 1.389
C 1.262 1.829 -0.159
P 1.050 3.234 -1.407
C -0.768 3.769 -1.404
C -1.154 4.741 -2.656
C 2.226 4.688 -1.083
C 1.411 6.105 -0.927
C 1.440 0.294 -0.577
C 1.463 -0.063 -2.141
O 0.156 -0.288 -2.743
C -0.341 -1.598 -2.492
F -1.518 -1.745 -3.332
F -0.847 -1.728 -1.137
F 0.536 -2.659 -2.864
C 1.194 3.473 2.233
O 1.282 4.693 1.907
N 0.998 3.185 3.701
C 1.452 1.797 4.014
O 1.776 1.308 5.152
H 2.438 -4.651 -0.351
H 1.879 -2.579 2.932
H 2.518 -1.181 4.105
H 0.373 -2.043 5.077
H -0.075 -0.425 4.296
H -0.944 -3.332 3.367
H -0.715 -2.062 2.038
H -2.331 -1.023 4.521
H -3.147 -2.368 3.443
H -1.819 0.074 1.934
H -3.339 0.475 2.921
H -3.371 -1.950 0.857
H -4.859 -1.060 1.602
H -5.679 0.755 0.716
H -5.049 1.329 -0.944
H -5.725 -0.430 -0.748
H -1.474 2.846 -1.498
H -1.097 4.297 -0.423
H -2.108 4.396 -3.204
H -0.275 4.732 -3.417
H -1.366 5.810 -2.263
H 2.919 4.556 -0.172
H 2.873 4.823 -2.035
H 2.087 6.954 -0.523
H 0.516 5.996 -0.192
H 0.949 6.455 -1.927
H 2.223 -0.909 -2.295
H 1.907 0.869 -2.680
H -0.022 3.260 3.896
C 1.934 -6.386 -4.924
C 1.596 -5.651 -3.642
O 2.769 -5.468 -2.858
H 2.381 -7.359 -4.702
H 1.041 -6.538 -5.534
H 2.669 -5.825 -5.509
H 0.879 -6.225 -3.050
H 1.160 -4.671 -3.856
H 3.395 -4.952 -3.385
*
```

Properties
* largest force on an atom: 0.1258 hartree/bohr
* structure (SMILES): C#Cc1c(CCCCCCOC)c2c(c(P(CC)CC)c1COC(F)(F)F)C(=O)NC2=O.CCO
* electronic energy: -55648.7231 eV
* HOMO level: -8.1766 eV

=====

Record 5
The molecule C2H6N2O, computed with ωB97M-V/def2-TZVPD.

```
! RIJCOSX wB97M-V def2-TZVPD def2/J DEFGRID3
* xyz 0 1
N 1.806 -0.752 -0.340
N 0.739 -0.830 0.529
C -0.238 0.721 0.417
C -1.611 0.465 -0.054
O -0.564 0.950 -0.882
H 1.768 -0.312 -1.241
H 2.585 -0.311 0.114
H 0.100 -1.555 0.244
H -0.001 1.418 1.111
H -1.842 -0.562 -0.070
H -2.419 1.143 0.454
*
```

Properties
* ΔE to the lowest compared entry with this formula, charge and spin: 116.5 kcal/mol
* largest force on an atom: 0.1370 hartree/bohr
* structure (SMILES): NN[C@@H]1CO1
* electronic energy: -7194.7337 eV
* HOMO level: -8.6238 eV